# 1
{
  "formula": "C25H16Cl3N4O2SbSe4Tc",
  "method": "ωB97M-V/def2-TZVPD",
  "elements": ["Tc", "Cl", "C", "C", "C", "N", "C", "O", "C", "C", "C", "C", "C", "N", "C", "C", "C", "Cl", "N", "C", "O", "C", "C", "C", "C", "C", "N", "H", "H", "H", "H", "H", "H", "H", "H", "H", "H", "Se", "Sb", "Se", "Se", "Se", "Cl", "C", "C", "C", "C", "C", "C", "C", "H", "H", "H", "H", "H", "H"],
  "positions_angstrom": [[-0.926570, -1.390972, 0.188813], [1.997516, -3.735819, -5.586206], [1.597411, -3.497977, -3.927565], [0.594434, -2.603015, -3.614488], [0.260482, -2.400050, -2.276288], [-0.696381, -1.498969, -1.784378], [-1.409753, -0.625493, -2.597797], [-1.359040, -0.512812, -3.795115], [-2.370578, 0.208294, -1.783497], [-3.099295, 1.230017, -2.357283], [-3.958278, 1.963641, -1.556460], [-4.072018, 1.639333, -0.210959], [-3.312824, 0.602243, 0.291977], [-2.460088, -0.092828, -0.476377], [0.930239, -3.107439, -1.265353], [1.945215, -4.006034, -1.591072], [2.272268, -4.195857, -2.918471], [3.527423, -5.311193, -3.303053], [0.513973, -2.761361, 0.029345], [1.164547, -3.217055, 1.174240], [2.003397, -4.074415, 1.263558], [0.700517, -2.450955, 2.382836], [1.288666, -2.628089, 3.617451], [0.795376, -1.911334, 4.693927], [-0.278755, -1.051023, 4.501636], [-0.796823, -0.904466, 3.232234], [-0.312799, -1.590161, 2.183633], [0.084449, -2.076325, -4.402255], [-2.970823, 1.422538, -3.413183], [-4.538137, 2.775072, -1.973856], [-4.743809, 2.175868, 0.443050], [-3.381362, 0.307877, 1.331287], [2.469696, -4.554655, -0.827893], [2.116904, -3.317945, 3.697379], [1.239758, -2.019046, 5.673728], [-0.701141, -0.484821, 5.318739], [-1.609617, -0.217889, 3.033154], [4.744034, -0.698563, 2.986517], [6.262309, 0.203244, 1.489083], [2.897914, -0.433710, -0.144422], [1.909854, 0.978137, 1.427267], [4.879140, 0.659305, -0.623180], [-0.885990, 7.277338, -0.249489], [-0.529477, 5.594718, -0.048863], [0.407433, 4.990938, -0.876471], [0.676546, 3.642772, -0.725649], [0.020052, 2.893004, 0.247299], [0.295410, 1.427839, 0.383073], [-0.903241, 3.520895, 1.073975], [-1.184117, 4.872038, 0.933705], [0.914769, 5.576231, -1.630300], [1.409486, 3.168187, -1.367210], [-0.559493, 0.961477, 0.896881], [0.451288, 0.963916, -0.591599], [-1.408252, 2.952789, 1.848057], [-1.901865, 5.362539, 1.575885]],
  "forces_ev_per_angstrom": [[1.0, -0.9, -1.2], [0.0, 0.0, 0.1], [0.1, -0.1, 0.0], [0.0, 0.0, 0.1], [-0.1, 0.0, -0.1], [0.1, 0.4, 0.5], [-0.1, 0.1, 0.0], [0.1, 0.0, 0.0], [0.2, 0.0, 0.1], [0.0, 0.0, 0.0], [0.0, 0.0, 0.0], [0.0, 0.0, 0.0], [-0.1, 0.0, -0.1], [-0.6, 0.0, 0.3], [0.1, 0.1, 0.0], [-0.1, 0.0, 0.0], [0.0, 0.0, -0.1], [0.0, 0.0, 0.0], [-0.6, 0.0, 0.2], [0.1, 0.0, 0.1], [0.0, 0.0, 0.0], [-0.1, -0.1, -0.1], [0.0, 0.0, -0.1], [0.0, 0.0, 0.0], [0.0, 0.0, 0.0], [0.1, 0.0, 0.1], [0.0, 0.6, 0.3], [0.0, 0.0, 0.0], [0.0, 0.0, 0.0], [0.0, 0.0, 0.0], [0.0, 0.0, 0.0], [0.0, 0.0, 0.0], [0.0, 0.0, 0.0], [0.0, 0.0, 0.0], [0.0, 0.0, 0.0], [0.0, 0.0, 0.0], [0.0, 0.0, 0.0], [-0.1, -0.1, 0.1], [0.1, 0.1, -0.1], [0.0, -0.1, 0.1], [0.0, 0.0, 0.0], [0.0, 0.1, -0.1], [0.0, 0.0, 0.0], [0.0, 0.1, 0.0], [0.0, 0.0, 0.0], [0.0, 0.0, 0.0], [-0.1, -0.1, 0.0], [0.1, 0.0, -0.1], [0.0, 0.0, 0.0], [0.0, 0.0, 0.0], [0.0, 0.0, 0.0], [0.0, 0.0, 0.0], [0.0, -0.1, 0.1], [0.0, 0.0, 0.0], [0.0, 0.0, 0.0], [0.0, 0.0, 0.0]],
  "gap_ev": [5.8, 5.8],
  "energy_ha": -12638.9749,
  "lumo_energy_ev": [-4.892, -4.895],
  "total_charge": 1
}


# 2
{
  "formula": "C25H16F12IN2O2V",
  "method": "ωB97M-V/def2-TZVPD",
  "elements": ["V", "C", "C", "C", "C", "C", "N", "C", "C", "C", "C", "C", "C", "C", "C", "O", "C", "F", "F", "F", "C", "F", "F", "F", "C", "C", "C", "O", "C", "F", "F", "F", "C", "F", "F", "F", "H", "H", "H", "H", "H", "H", "H", "H", "H", "H", "H", "H", "I", "C", "C", "C", "C", "N", "C", "H", "H", "H", "H"],
  "positions_angstrom": [[-0.536125, -0.446604, 0.028741], [-0.513863, 6.574201, -1.107828], [-0.633767, 5.179204, -0.556881], [-0.542586, 4.914251, 0.804925], [-0.628441, 3.628392, 1.289130], [-0.820758, 2.506599, 0.448012], [-0.917251, 1.251041, 0.957529], [-1.027326, 1.005282, 2.325758], [-2.162281, 1.482039, 3.002297], [-2.427917, 1.175485, 4.318575], [-1.552078, 0.368476, 5.039173], [-1.832363, -0.027380, 6.462514], [-0.422383, -0.094986, 4.385761], [-0.132293, 0.181264, 3.045967], [1.156868, -0.389758, 2.397868], [1.047150, -0.687963, 1.071850], [2.279954, 0.666210, 2.572667], [1.994758, 1.766261, 1.874685], [3.470794, 0.211577, 2.146271], [2.447465, 1.043702, 3.858664], [1.602035, -1.722293, 3.074855], [2.540354, -2.341936, 2.352967], [0.559113, -2.572169, 3.167332], [2.115398, -1.595588, 4.321218], [-0.875826, 2.769000, -0.953581], [-0.797585, 4.087123, -1.395113], [-1.079847, 1.639482, -1.983384], [-0.542581, 0.421901, -1.649409], [-0.431692, 1.971465, -3.365666], [-1.095178, 2.904303, -4.093234], [-0.374873, 0.883438, -4.146763], [0.823496, 2.410004, -3.212739], [-2.609990, 1.454409, -2.194576], [-2.897068, 0.562507, -3.165374], [-3.176511, 0.989635, -1.069308], [-3.251702, 2.591057, -2.514425], [-0.883708, 7.316637, -0.397558], [0.524231, 6.834813, -1.336515], [-1.085485, 6.689130, -2.030700], [-0.393286, 5.729837, 1.506289], [-0.532234, 3.459823, 2.353491], [-2.850407, 2.095554, 2.433024], [-3.329799, 1.555240, 4.787167], [-2.402894, 0.741382, 6.986200], [-2.412235, -0.953343, 6.510038], [-0.906694, -0.192785, 7.015610], [0.261132, -0.704046, 4.959740], [-0.872536, 4.290073, -2.454282], [-4.592716, -2.784343, 3.618936], [-3.857047, -2.493749, 1.695828], [-4.640795, -2.804532, 0.578832], [-4.068641, -2.584552, -0.659264], [-2.786561, -2.079976, -0.767796], [-2.065249, -1.697285, 0.317592], [-2.603790, -1.955898, 1.537069], [-5.635737, -3.209633, 0.690326], [-4.597721, -2.816297, -1.574920], [-2.330473, -1.925782, -1.736360], [-2.007860, -1.650530, 2.388643]],
  "forces_ev_per_angstrom": [[0.5, -0.2, -0.3], [0.0, 0.1, 0.0], [0.0, 0.0, 0.0], [0.0, 0.0, 0.0], [0.0, 0.0, 0.0], [0.0, 0.2, -0.2], [0.1, -0.1, 0.1], [-0.1, 0.0, 0.2], [-0.1, 0.0, 0.0], [0.0, 0.0, 0.0], [0.0, 0.0, -0.1], [0.0, 0.0, 0.1], [0.0, -0.1, 0.1], [0.0, 0.0, 0.1], [-0.2, 0.1, 0.0], [-0.1, -0.2, 0.1], [0.1, 0.0, 0.0], [0.0, 0.0, 0.0], [0.0, 0.0, 0.0], [0.0, 0.0, 0.0], [0.0, -0.1, 0.0], [0.0, 0.0, 0.0], [0.0, 0.1, 0.0], [0.0, 0.0, 0.0], [0.0, 0.0, 0.1], [0.0, 0.0, 0.0], [0.1, 0.0, 0.1], [-0.2, 0.0, -0.1], [0.0, 0.0, -0.1], [0.0, 0.0, 0.0], [0.0, 0.0, 0.0], [0.0, 0.0, 0.0], [-0.1, 0.0, 0.0], [0.0, 0.0, 0.0], [0.0, 0.0, 0.0], [0.0, 0.0, 0.0], [0.0, 0.0, 0.0], [0.0, 0.0, 0.0], [0.0, 0.0, 0.0], [0.0, 0.0, 0.0], [0.0, 0.0, 0.0], [0.0, 0.0, 0.0], [0.0, 0.0, 0.0], [0.0, 0.0, 0.0], [0.0, 0.0, 0.0], [0.0, 0.0, 0.0], [0.0, 0.0, 0.0], [0.0, 0.0, 0.0], [0.0, 0.0, 0.1], [0.1, 0.0, -0.4], [0.0, 0.0, 0.4], [0.2, 0.0, -0.3], [-0.4, 0.0, 0.1], [0.1, 0.2, -0.1], [0.0, 0.0, 0.4], [0.0, 0.0, 0.0], [-0.1, 0.0, 0.1], [0.0, 0.1, 0.0], [0.0, -0.1, 0.0]],
  "gap_ev": [5.1, 4.7],
  "energy_ha": -3662.5477,
  "lumo_energy_ev": [2.064, 2.065],
  "multiplicity": 2,
  "total_charge": -1
}